No. 1
# C46H52AsF5SSeSiTl

A molecular structure, C46H52AsF5SSeSiTl (wB97M-V/def2-TZVPD, OMol25).

XYZ file:
```
108
Properties=species:S:1:pos:R:3
H -2.70443 -2.70087 3.52378
H -2.94082 3.09776 -4.20329
C 1.62107 -2.11266 -1.79982
C -0.76362 -1.74856 3.89084
C 5.18489 -0.72558 -1.72405
H -0.62350 1.56518 6.01557
C 0.26047 3.63017 -3.45771
H 0.13833 0.50506 -3.34629
Si -1.23217 3.22174 -2.41133
C -5.16808 0.96963 2.44918
H -3.35385 0.80030 -0.48590
C 6.20703 -1.54894 -1.27880
H 4.69073 3.18186 -6.25882
H -2.24797 -1.00211 5.28540
H 2.41217 -2.36467 -1.10665
H -1.24082 -2.30811 5.93418
H 2.75508 -0.21066 -4.51490
C 1.46334 -0.86435 -2.24512
C -3.97186 2.83303 1.30272
C 3.70896 1.42261 -5.51686
H -3.36872 2.06103 -2.83073
C 3.20056 0.77041 -4.40032
C 0.76561 -3.23496 -2.26565
C -2.45321 -5.61025 -2.23005
H 4.81576 4.25309 -4.03063
C -1.71951 1.68046 2.79319
H -4.87241 3.15058 0.76913
H -2.06945 5.53000 -2.51162
H -1.45782 -3.14110 2.34659
H -5.05201 1.45438 3.42106
C -4.19820 0.61694 0.17886
C 4.05612 -0.50238 -0.94355
C 3.84247 2.62692 -3.02764
C 6.08467 -2.17237 -0.04254
C 4.95564 -1.97201 0.73118
H -3.09739 3.12178 0.71907
H 2.13016 0.34008 3.74875
H -2.84816 4.65774 -1.18422
H 0.36392 -3.29226 -4.47049
F 0.08002 -6.00166 -1.04835
C -2.49486 -4.43636 -3.05615
C 3.25725 1.36768 -3.14451
C 0.41574 1.64647 4.09893
C -2.27780 -0.42533 2.28912
C 3.92120 -1.12936 0.30648
H 5.27048 -0.24218 -2.69055
H 0.54631 2.88719 5.87691
H -3.93873 3.37148 2.25283
C -0.99571 -0.49087 3.01055
H 4.85556 -2.46943 1.68783
C -0.75676 -4.97031 -0.80390
H 2.29776 1.46217 5.09086
H -2.13966 1.53508 -3.97371
H 0.70980 -3.11425 4.66644
C 4.29407 2.67430 -5.38865
C -1.23375 -1.40739 5.31329
H 7.08408 -1.71061 -1.89241
H -1.40366 -3.80253 3.98385
H -1.01833 2.98483 5.04906
C -0.69214 0.92564 3.31795
H -1.74273 2.76044 2.79597
H 0.55979 2.79472 -4.09455
H 1.37695 -4.11933 -2.43654
H 1.42595 2.30587 2.28381
H 3.64956 0.94863 -6.48877
S 2.57245 -0.93369 1.46085
C 1.01322 2.74158 3.19674
H 6.87001 -2.82413 0.31970
F -3.05854 -4.51271 -0.29467
C 0.65720 -2.30763 3.92886
C -1.90265 4.81226 -1.70412
C 1.59395 0.80069 4.57767
F -0.37048 -5.16014 -3.44615
C -0.74768 2.06583 -1.09561
H -4.29016 -0.46300 0.30744
C -1.07949 -4.01296 -3.08992
C -3.99538 1.32204 1.52388
H -2.81178 -1.29474 1.94336
H 1.81936 3.25966 3.72476
F -3.38358 -3.47656 -2.68653
H -5.11290 0.97491 -0.30409
H -1.23567 -1.21156 -4.36399
As 2.55088 0.59523 -1.48513
H 1.40967 -1.57225 4.18380
H 0.92958 -2.73053 2.96121
C -0.43309 1.26150 -0.23563
C 0.35008 -0.53895 -3.15990
Se -1.45131 -2.14816 -0.61542
C -2.70225 0.86848 2.17229
C -0.41715 -1.47884 -3.70572
C -1.64224 -2.91051 3.39925
H -5.21531 -0.10780 2.61437
H 3.87891 3.11436 -2.05876
F -1.89802 -6.72489 -2.70365
H 1.30525 0.02843 5.28813
H -1.19849 5.25234 -0.99569
C -2.14807 -5.28651 -0.88225
C -0.08852 -2.92954 -3.54255
H -6.11731 1.29379 2.01130
H -0.59459 -0.66932 5.79582
C 4.36481 3.27452 -4.13883
C -2.54328 2.40667 -3.45570
H 0.05191 4.48609 -4.10479
C -0.50535 -3.68001 -1.43000
H 1.11798 3.87789 -2.82925
C -0.20981 2.31176 5.33459
H 0.26940 3.48201 2.90532
Tl 0.07505 -0.57942 0.85066
```

For the HOMO-LUMO gap, the calculation gives 0.2277 hartree. Its net charge is -1. For the HOMO energy, the calculation gives -4.88 eV. The calculation puts the electronic energy at -211717.732 eV. The calculation puts the largest force on an atom at 0.78 eV/A.

***

No. 2
# C5H10O

A gas-phase ion, C5H10O (charge +1) in a non-equilibrium geometry (wB97M-V/def2-TZVPD, OMol25).

XYZ file:
```
16
Properties=species:S:1:pos:R:3
H 1.13627 -1.11954 -1.31267
C 0.63556 -0.32229 -0.75113
H 1.47541 0.00905 -0.12786
H 0.60403 1.50630 1.21437
O -1.06512 0.20271 -2.39885
H -1.34083 -0.92938 0.03839
C -0.27867 -0.92585 0.34858
H -0.43464 1.46580 -0.89233
C -0.38992 -0.24699 1.68521
H -1.20359 -0.73002 -2.21245
C -0.03305 0.75340 -1.62137
H 0.01058 -1.93004 0.68011
H 0.72072 1.19631 -2.26132
C 0.24716 0.92656 2.06892
H 0.64644 1.06449 3.06831
H -0.73034 -0.92051 2.47409
```

For the HOMO-LUMO gap (alpha / beta), the calculation gives 0.3250 / 0.1890 hartree. The relative energy (zero: lowest compared OMol25 entry of this formula, charge and spin) comes out at 28.1 kcal/mol. Its spin multiplicity is 2. Its net charge is +1. Its expectation value of S² is 0.753. For the HOMO energy (alpha / beta), the calculation gives -14.40 / -14.35 eV. The calculation puts the electronic energy at -7383.547 eV. The calculation puts the largest force on an atom at 1.83 eV/A.

***

No. 3
# C44H49Cl4F11O36

12 unconnected molecules or ions with the total composition C44H49Cl4F11O36 in a non-equilibrium geometry (wB97M-V/def2-TZVPD, OMol25).

XYZ file:
```
144
Properties=species:S:1:pos:R:3
H -2.35685 -2.66338 -11.78542
C -3.92454 -0.53492 -12.72686
O 0.72342 -3.18864 -0.99801
C -1.51357 9.75519 2.90313
H -1.24904 5.17007 3.35186
H 1.54436 -6.57916 -8.18005
C -0.66761 12.24765 5.71564
O -0.75959 6.74706 1.53862
O -4.36421 9.50907 10.13360
F -2.81099 -1.38636 -9.67699
H 2.01319 -1.75777 1.64534
H -1.37821 -6.35806 -9.11606
H -1.03843 7.63535 9.70375
C 0.42897 -8.89518 -2.83695
C 1.42873 -7.31463 -1.58396
C 2.45712 -1.47470 -0.88783
O -4.17893 0.24953 -13.56897
H 2.51089 -2.11600 -4.27524
O 2.09366 -6.78740 -0.75541
H -5.77825 -8.83665 -10.80309
O -0.89562 6.41695 4.99771
O 2.31046 -13.22644 -3.99628
C 0.97080 0.77665 0.89808
C 2.90499 -2.18614 -2.14492
H 0.73820 -9.64456 -3.57129
C -0.19131 10.34096 6.82567
C 7.52732 1.69059 -1.20761
C -5.27493 -8.51319 -9.89072
H 6.60622 -0.27599 -1.22173
C 1.18252 -2.13770 -0.24498
O -0.78239 -8.16418 -8.29766
F -5.97245 -8.94752 -8.81652
H -3.60456 -9.84549 -10.29819
H 1.16846 -2.58509 -3.29759
C -0.43044 5.52828 3.96367
H -0.46416 3.64210 5.09470
H 2.23319 -0.46471 -1.17247
H -0.03601 -7.14480 -9.96040
O -3.91530 -1.88167 -12.90341
C -0.52127 11.44656 7.79770
F 0.36915 11.49959 8.81516
O -0.65234 10.89440 5.58138
O -3.60502 -0.21223 -11.43533
O 0.29675 7.50862 12.13213
C -1.14629 7.84029 1.78456
H -0.64825 10.40742 2.78999
O 0.04903 -6.74320 -6.77139
C 6.33226 0.77214 -1.27828
C -0.14747 6.20116 6.08894
H 3.33360 1.70457 2.23606
O 1.71669 -11.08494 -4.32248
F 1.27238 3.88599 4.13005
C 0.50280 -6.28638 -8.03785
H 0.27718 6.04841 3.33312
H 0.32561 6.75856 9.00539
C 0.21149 -7.53579 -3.44200
C 5.95137 2.45429 0.17209
O -4.91204 8.81249 12.19775
O -5.21275 -7.09527 -9.86184
O 0.51758 -6.66138 -2.35948
H -0.45460 -9.25744 -2.30815
O 0.26390 -12.53890 -3.39898
Cl 4.58568 -1.63747 -2.61522
C 2.32800 2.02744 2.44727
O -1.72578 8.68935 0.89055
H 0.97908 -5.38850 0.30364
C -0.14168 7.06682 9.93453
H 1.37917 -3.89360 -0.99631
C 2.10345 -3.84942 1.44765
H -2.06643 10.05684 3.78460
C -0.02929 -0.26333 0.57940
O -0.90486 12.99875 4.83772
O -0.99214 -0.26206 1.17662
C -3.42689 -2.47400 -11.69212
O -0.38188 12.61253 6.99874
F -0.47342 -14.39201 -2.33885
C -3.20196 9.63553 10.92643
H 0.88025 10.14985 6.76362
C 1.11172 -5.04021 1.32375
C -5.39383 9.20794 10.99061
C -0.46937 -6.94455 -8.98464
O 1.47845 -8.62947 -1.88728
O 5.57879 1.17843 -0.12555
H 2.39262 -3.85556 2.48067
O -0.49579 5.93112 10.74505
O 6.98901 2.85698 -0.61639
O -3.74090 -5.65552 -10.77742
C 2.01793 -1.92425 -3.34098
H 0.19862 -4.66899 1.74895
H -1.53297 11.40402 8.20466
C 0.22352 -13.95684 -3.41442
H -3.46445 -8.95403 -8.77429
F -2.31807 10.87301 0.97336
C -0.29348 6.27498 12.03947
C -2.36340 9.70742 1.65687
C 1.39398 -2.52271 1.20743
H -3.40474 9.43052 1.82875
H 1.84367 7.49991 10.77219
H -0.27028 -14.29642 -4.32606
H 1.47417 -5.87973 1.88904
H 2.23541 2.21401 3.48571
C 0.21471 4.43520 4.77797
C 1.46045 -12.17552 -3.94330
Cl 0.79332 0.05623 3.43626
O -6.53489 9.28942 10.71661
O -3.17819 -7.80758 -10.47766
H -3.93292 -3.41009 -11.47990
F -1.08126 -7.35241 -3.79619
F -2.12604 9.21304 10.20481
F 7.99395 1.99923 -2.44408
C -4.01681 -6.74431 -10.40703
H -4.73000 -1.45596 -10.24436
Cl 3.63283 -4.04310 0.50745
O 0.68698 5.14265 5.92009
H -3.06140 10.68099 11.20445
O -0.78177 -8.73801 -6.12363
H -2.99973 9.02574 13.00621
C 1.36629 0.97544 2.09113
H 0.47894 -2.56983 1.76616
O 5.45410 3.12492 1.00555
H 8.34997 1.31825 -0.59446
H 1.91649 -15.26754 -3.80230
C -3.81984 -8.90243 -9.80386
C -3.48798 8.71342 12.08719
O -0.58426 5.60493 12.96690
C -0.53359 -7.96297 -6.97668
O -0.20875 6.85607 7.08145
H 1.61239 -0.92693 -3.28422
C 0.80139 7.81479 10.84044
C 1.68436 -14.32322 -3.31793
F 0.40731 -4.93817 -8.08175
H -0.70200 9.40839 7.05427
H 3.27376 -1.43767 -0.18443
O 0.12518 -1.16680 -0.40923
H 0.85971 -7.31259 -4.28907
Cl 1.63212 1.81842 -0.31577
C -3.72928 -1.40209 -10.67566
H -3.20981 7.67992 11.87183
O -1.07518 8.39859 3.01061
F 0.72706 9.15729 10.64575
H 2.03210 -14.35891 -2.28519
H 5.74014 0.93423 -2.17756
H 2.99620 -3.24092 -1.99042
H 2.07718 2.94501 1.96008
```

For the HOMO-LUMO gap, the calculation gives 0.3532 hartree. The relative energy (zero: lowest compared OMol25 entry of this formula, charge and spin) comes out at 26.9 kcal/mol. For the HOMO energy, the calculation gives -9.47 eV. The calculation puts the electronic energy at -200114.796 eV. The calculation puts the largest force on an atom at 7.30 eV/A. As for the SMILES: C/C(Cl)=C(\Cl)C(=O)OC(O)(C[C@@H](C)Cl)C[C@@H](C)Cl.O=C1OC[C@@H](F)O1.O=C1OC[C@@H](F)O1.O=C1OC[C@@H](F)O1.O=C1OC[C@@H](F)O1.O=C1OC[C@@H](F)O1.O=C1OC[C@@H](F)O1.O=C1OC[C@@H](F)O1.O=C1OC[C@@H](F)O1.O=C1OC[C@@H](F)O1.O=C1OC[C@@H](F)O1.O=C1OC[C@@H](F)O1.

***

No. 4
# C20H27FN2O3

A single C20H27FN2O3 molecule (wB97M-V/def2-TZVPD, OMol25).

XYZ file:
```
53
Properties=species:S:1:pos:R:3
C 0.96103 0.20660 -2.37992
C 0.18343 -2.97639 1.12651
H -2.08119 2.45698 -2.00477
H -0.71058 -2.11092 3.60900
C 0.53970 3.96187 0.18464
C -0.21088 2.80340 0.84382
C 0.94251 3.51577 -1.20677
H 1.76318 0.74632 -1.89943
C -1.75906 0.96698 -0.00726
H -0.61972 -3.61628 1.49614
H 1.12392 2.71769 -3.52584
H -0.25092 -2.92412 -2.76639
C 0.08167 -1.50754 3.16253
C -0.07093 -1.54793 1.62963
C 0.11816 2.42231 -3.21212
H -1.80405 4.08857 -1.35683
H 2.23747 -1.40749 3.23047
H -1.71409 -1.46261 0.20349
C -0.99983 0.20932 -3.72011
C 0.86742 -1.16657 -2.25760
H -0.44392 3.06269 1.87912
O -2.14152 0.41095 -1.01405
C 1.52829 -3.52985 1.59610
N -0.09821 3.02974 -1.91302
C -1.49702 -1.11361 1.21610
H 1.44062 4.21202 0.74483
C 0.02812 0.92151 -3.12006
H 1.60973 -1.70540 -1.68797
C -1.49475 2.47666 0.06169
H -2.36278 2.92052 0.56209
F -1.91853 0.87383 -4.45888
H -0.61521 2.81204 -3.92293
H -1.93775 -1.66792 -4.08456
C -0.17163 -1.85120 -2.86551
H 2.61172 -3.84890 3.43478
O 0.80430 -0.61440 1.02048
C 1.43784 -2.04688 3.61326
H 1.69812 -0.97021 1.05623
H -0.03721 -0.47846 3.50872
C -1.11407 -1.16254 -3.60614
H -0.09347 4.84960 0.12800
C 1.63642 -3.47559 3.11696
H 0.87114 -4.11927 3.55612
H 1.63129 -4.56033 1.25119
H 0.44931 1.93206 0.84627
H -2.23175 -1.53408 1.90901
H 0.13937 -2.97253 0.03595
O 2.08458 3.55331 -1.62471
H -1.20841 0.82182 1.94753
N -1.61226 0.32193 1.17229
H 1.49268 -2.02020 4.70325
C -1.43174 3.05599 -1.36324
H 2.34942 -2.95925 1.15189
```

For the HOMO-LUMO gap, the calculation gives 0.3415 hartree. The relative energy (zero: lowest compared OMol25 entry of this formula, charge and spin) comes out at 6.0 kcal/mol. For the HOMO energy, the calculation gives -8.72 eV. The calculation puts the electronic energy at -33020.230 eV. The calculation puts the largest force on an atom at 0.82 eV/A. As for the SMILES: O=C(NCC1(O)CCCCC1)[C@H]1CCC(=O)N(Cc2ccccc2F)C1.